(1)
The following is a DFT calculation (ωB97M-V/def2-TZVPD) of a cluster of 3 separate species, C18H41N2O13P3S in total.

Structure (ORCA input):
```
! RIJCOSX wB97M-V def2-TZVPD def2/J DEFGRID3
* xyz 0 1
O -2.224 -3.028 5.806
P -3.693 -2.512 5.482
O -4.865 -3.291 6.563
O -4.143 -2.926 3.851
O -3.748 -0.809 5.850
C -3.783 0.018 4.633
C -4.154 1.565 5.152
C -5.676 1.442 5.802
C -6.344 2.880 6.217
S -8.020 2.519 7.007
C -8.979 1.230 6.042
N -9.732 0.078 6.737
N -10.376 -0.685 5.770
C -10.057 -0.062 4.396
O -9.182 1.140 4.586
H -5.710 -2.725 6.601
H -5.002 -2.496 3.565
H -4.739 -0.331 4.017
H -2.817 -0.024 3.974
H -3.375 1.974 5.938
H -4.250 2.259 4.198
H -5.697 0.754 6.771
H -6.338 0.943 4.954
H -5.691 3.401 7.068
H -6.383 3.628 5.318
H -10.461 -0.480 3.363
C 3.697 -0.423 -0.385
C 3.327 -0.552 1.078
O 1.926 -0.490 1.264
P 1.003 -1.794 0.823
O 1.570 -2.731 1.918
O -0.369 -1.365 1.660
C -0.896 -2.199 2.678
C -0.368 -1.772 4.037
O 0.369 -0.748 -0.400
C 0.452 -1.211 -1.737
C -0.027 -2.642 -1.901
H 3.405 -1.321 -0.934
H 4.777 -0.289 -0.504
H 3.183 0.428 -0.845
H 3.732 -1.475 1.503
H 3.763 0.282 1.637
H -0.688 -3.254 2.472
H -1.985 -2.086 2.663
H 0.723 -1.727 4.058
H -0.713 -2.459 4.816
H -0.728 -0.765 4.280
H 1.480 -1.107 -2.094
H -0.170 -0.550 -2.347
H 0.637 -3.344 -1.386
H -0.053 -2.918 -2.959
H -1.027 -2.769 -1.473
C 5.687 4.307 -6.249
C 6.092 3.234 -7.238
O 6.145 1.959 -6.625
P 4.724 1.197 -6.243
O 4.293 0.980 -7.714
O 5.361 -0.324 -6.026
C 4.940 -1.415 -6.828
C 5.869 -1.587 -8.017
O 5.206 1.439 -4.599
C 4.283 2.113 -3.761
C 2.872 1.568 -3.871
H 4.635 4.197 -5.976
H 5.823 5.305 -6.679
H 6.277 4.235 -5.330
H 5.417 3.219 -8.098
H 7.096 3.451 -7.617
H 3.897 -1.298 -7.137
H 4.982 -2.315 -6.204
H 5.976 -0.665 -8.591
H 5.504 -2.380 -8.677
H 6.874 -1.860 -7.672
H 4.300 3.182 -3.987
H 4.637 1.996 -2.732
H 2.447 1.763 -4.861
H 2.220 2.038 -3.128
H 2.860 0.482 -3.722
*
```

Summary:
E = -87622.042 eV
SMILES = O=P(O)(O)OCCCCSc1nnco1.CCOP(=O)(OCC)OCC.CCOP(=O)(OCC)OCC
molecular weight = 618.52 Da
orbital gap = 7.2 eV
F_max = 0.1921 Eh/bohr

=====

(2)
The following is a DFT calculation (ωB97M-V/def2-TZVPD) of a structure of composition CHLiO2Tl.

Structure (ORCA input):
```
! RIJCOSX wB97M-V def2-TZVPD def2/J DEFGRID3
* xyz 1 1
H -1.586 0.652 0.675
O -1.058 -0.270 0.668
C -0.305 0.222 -0.320
O 0.910 -0.070 -0.123
Tl 1.497 0.885 -2.171
Li 0.542 -1.419 1.271
*
```

Summary:
E = -10040.003 eV
molecular weight = 256.34 Da
orbital gap = 9.1 eV
F_max = 0.0749 Eh/bohr

=====

Q: Which value of molecular weight does entry 2 give?
A: 256.34 Da